Model i:
{"formula": "C28H30GeO3PPtSTe", "method": "ωB97M-V with the def2-TZVPD basis set", "charge": -1, "orbital_gap_ev": 6.655, "e_homo_ev": -4.111, "multiplicity": 1, "symbols": ["Pt", "O", "S", "O", "O", "C", "C", "C", "C", "C", "C", "P", "C", "C", "C", "C", "C", "C", "C", "C", "C", "C", "C", "C", "H", "H", "H", "H", "H", "H", "H", "H", "H", "H", "H", "H", "H", "H", "Te", "C", "C", "C", "C", "C", "C", "H", "H", "H", "H", "H", "C", "Ge", "C", "C", "C", "H", "H", "H", "H", "H", "H", "H", "H", "H", "H", "H"], "positions_angstrom": [[0.050, 0.115, 0.063], [-3.858, -0.881, 1.615], [-2.638, -1.103, 0.882], [-1.441, -1.304, 1.690], [-2.373, -0.137, -0.203], [-2.774, -2.668, 0.035], [-3.926, -3.430, 0.094], [-3.993, -4.629, -0.601], [-2.907, -5.056, -1.350], [-1.758, -4.279, -1.425], [-1.677, -3.071, -0.742], [-0.135, -2.053, -0.839], [0.269, -2.141, -2.618], [1.596, -2.009, -3.024], [1.917, -1.941, -4.370], [0.913, -1.970, -5.329], [-0.414, -2.053, -4.933], [-0.735, -2.134, -3.585], [1.052, -3.245, -0.091], [1.704, -4.258, -0.792], [2.619, -5.080, -0.149], [2.882, -4.906, 1.203], [2.225, -3.910, 1.911], [1.322, -3.077, 1.266], [-4.758, -3.069, 0.685], [-4.892, -5.230, -0.564], [-2.955, -5.993, -1.890], [-0.928, -4.610, -2.037], [2.380, -1.948, -2.279], [2.953, -1.858, -4.673], [1.163, -1.916, -6.381], [-1.202, -2.051, -5.675], [-1.773, -2.181, -3.279], [1.511, -4.399, -1.848], [3.131, -5.855, -0.707], [3.601, -5.545, 1.701], [2.423, -3.774, 2.966], [0.807, -2.292, 1.808], [2.401, 0.844, -0.697], [4.168, -0.290, -0.309], [4.798, -0.220, 0.933], [6.095, -0.687, 1.099], [6.781, -1.241, 0.024], [6.139, -1.373, -1.199], [4.838, -0.910, -1.361], [4.277, 0.230, 1.768], [6.581, -0.600, 2.063], [7.810, -1.559, 0.137], [6.661, -1.821, -2.036], [4.348, -1.004, -2.323], [-0.639, 4.085, 3.144], [0.320, 2.520, 2.404], [0.015, 1.056, 3.671], [2.222, 3.008, 2.467], [-0.273, 2.085, 0.603], [-0.224, 4.353, 4.119], [-1.696, 3.847, 3.279], [-0.565, 4.953, 2.487], [0.449, 1.273, 4.650], [0.447, 0.133, 3.281], [-1.056, 0.885, 3.789], [2.482, 3.398, 3.455], [2.450, 3.771, 1.722], [2.849, 2.143, 2.254], [0.158, 2.784, -0.119], [-1.367, 2.128, 0.546]]}

***

Model ii:
{"formula": "C28H30GeO3PPtSTe", "method": "ωB97M-V with the def2-TZVPD basis set", "charge": -1, "orbital_gap_ev": 5.334, "e_homo_ev": -3.790, "multiplicity": 1, "symbols": ["Pt", "O", "S", "O", "O", "C", "C", "C", "C", "C", "C", "P", "C", "C", "C", "C", "C", "C", "C", "C", "C", "C", "C", "C", "H", "H", "H", "H", "H", "H", "H", "H", "H", "H", "H", "H", "H", "H", "Te", "C", "C", "C", "C", "C", "C", "H", "H", "H", "H", "H", "C", "Ge", "C", "C", "C", "H", "H", "H", "H", "H", "H", "H", "H", "H", "H", "H"], "positions_angstrom": [[1.042, -0.014, -1.307], [3.078, 0.005, -0.323], [3.832, -1.281, -0.852], [2.494, -2.218, -0.288], [3.716, -1.350, -2.300], [4.088, -1.891, 2.045], [4.809, -1.964, 3.269], [4.279, -1.673, 4.514], [2.945, -1.271, 4.641], [2.184, -1.164, 3.502], [2.781, -1.480, 2.266], [1.671, -1.378, 0.823], [0.399, -2.670, 1.068], [-0.616, -2.861, 0.134], [-1.534, -3.888, 0.273], [-1.438, -4.756, 1.352], [-0.415, -4.590, 2.271], [0.504, -3.560, 2.130], [0.770, 0.192, 1.177], [1.559, 1.293, 1.559], [0.955, 2.466, 1.930], [-0.436, 2.576, 1.907], [-1.216, 1.516, 1.497], [-0.615, 0.318, 1.103], [5.853, -2.268, 3.247], [4.893, -1.751, 5.408], [2.519, -1.045, 5.612], [1.148, -0.850, 3.603], [-0.693, -2.207, -0.727], [-2.318, -4.012, -0.463], [-2.151, -5.563, 1.468], [-0.320, -5.271, 3.108], [1.306, -3.456, 2.847], [2.633, 1.184, 1.579], [1.563, 3.305, 2.240], [-0.901, 3.507, 2.203], [-2.291, 1.617, 1.478], [-1.228, -0.526, 0.817], [1.836, 1.573, -3.200], [0.677, 3.247, -2.627], [-0.113, 3.292, -1.485], [-0.827, 4.437, -1.164], [-0.763, 5.561, -1.972], [0.026, 5.527, -3.108], [0.736, 4.384, -3.433], [-0.169, 2.423, -0.846], [-1.440, 4.443, -0.272], [-1.322, 6.454, -1.717], [0.088, 6.397, -3.751], [1.338, 4.383, -4.332], [-3.153, 1.497, -2.646], [-2.534, -0.293, -2.139], [-3.267, -1.594, -3.424], [-3.444, -0.736, -0.448], [-0.598, -0.384, -2.429], [-4.239, 1.563, -2.561], [-2.869, 1.721, -3.673], [-2.709, 2.259, -2.013], [-4.355, -1.588, -3.405], [-2.924, -2.600, -3.190], [-2.938, -1.355, -4.434], [-4.500, -0.822, -0.702], [-3.349, 0.046, 0.297], [-3.127, -1.680, -0.005], [-0.547, 0.223, -3.347], [-0.366, -1.402, -2.788]]}

***

Least stable of them? model ii.

***

Model i:
{"formula": "C6H42N2O13", "method": "ωB97M-V with the def2-TZVPD basis set", "orbital_gap_ev": 10.431, "e_homo_ev": -10.155, "multiplicity": 1, "symbols": ["C", "C", "C", "C", "C", "C", "N", "N", "H", "H", "H", "H", "H", "H", "H", "H", "H", "H", "H", "H", "H", "H", "H", "H", "H", "H", "O", "H", "H", "O", "H", "H", "O", "H", "H", "O", "H", "H", "O", "H", "H", "O", "H", "H", "O", "H", "H", "O", "H", "H", "O", "H", "H", "O", "H", "H", "O", "H", "H", "O", "H", "H", "O"], "positions_angstrom": [[3.747, 1.299, -0.167], [2.529, 1.757, 0.662], [2.077, 0.611, 1.550], [2.362, 0.744, 3.056], [2.117, 2.092, 3.749], [0.772, 2.736, 3.554], [-0.406, 1.856, 3.574], [1.429, 2.152, -0.297], [3.323, 0.576, -0.862], [4.318, 2.130, -0.590], [4.418, 0.714, 0.453], [2.745, 2.684, 1.202], [1.012, 0.471, 1.378], [2.454, -0.351, 1.203], [3.446, 0.618, 3.133], [1.818, -0.062, 3.542], [2.925, 2.739, 3.388], [2.461, 2.004, 4.781], [0.648, 3.375, 2.674], [0.589, 3.496, 4.321], [-0.605, 1.563, 4.522], [-0.244, 0.972, 3.105], [1.083, 1.285, -0.661], [1.822, 2.685, -1.065], [2.117, -2.362, -4.956], [1.994, -3.568, -5.794], [2.118, -3.314, -4.884], [-5.013, 1.286, -0.526], [-3.796, 2.136, -0.827], [-4.086, 1.341, -0.301], [-1.354, -3.542, -3.732], [-1.320, -2.556, -2.605], [-0.829, -2.813, -3.402], [-1.720, -3.227, 0.755], [-0.778, -4.257, 0.176], [-1.708, -4.012, 0.189], [-2.922, 2.262, 2.109], [-2.271, 2.920, 3.281], [-3.047, 3.017, 2.712], [-2.173, 3.523, -0.540], [-2.658, 4.184, -1.856], [-2.957, 3.616, -1.140], [-1.682, 0.721, -0.194], [-2.759, 0.247, -1.124], [-1.987, -0.074, -0.590], [-2.962, -3.522, -1.008], [-3.192, -2.071, -1.172], [-3.274, -2.875, -1.691], [1.883, -4.395, -3.001], [0.371, -4.024, -2.976], [0.998, -4.722, -2.731], [-1.027, 3.562, 1.450], [0.126, 2.918, 0.436], [-0.824, 3.223, 0.551], [0.950, -4.473, -0.996], [1.741, -4.392, 0.392], [0.912, -4.198, -0.054], [-2.853, -1.629, 2.059], [-2.118, -0.951, 0.851], [-2.041, -1.628, 1.584], [0.449, -1.815, -6.268], [0.181, -1.498, -4.795], [0.667, -1.181, -5.588]]}

***

Model ii:
{"formula": "C6H42N2O13", "method": "ωB97M-V with the def2-TZVPD basis set", "orbital_gap_ev": 8.198, "e_homo_ev": -8.049, "multiplicity": 1, "symbols": ["N", "C", "C", "C", "C", "C", "N", "C", "H", "H", "H", "H", "H", "H", "H", "H", "H", "H", "H", "H", "H", "H", "H", "H", "H", "H", "O", "H", "H", "O", "H", "H", "O", "H", "H", "O", "H", "H", "O", "H", "H", "O", "H", "H", "O", "H", "H", "O", "H", "H", "O", "H", "H", "O", "H", "H", "O", "H", "H", "O", "H", "H", "O"], "positions_angstrom": [[-1.208, 2.803, 0.448], [-0.465, 1.539, 0.228], [1.032, 1.641, 0.279], [1.833, 2.469, 1.392], [3.329, 2.028, 1.241], [-1.174, 0.689, 1.389], [-1.495, -0.622, 0.709], [-2.493, -1.288, 1.607], [-1.446, 3.157, 1.469], [-1.021, 3.656, -0.186], [-0.840, 1.380, -0.919], [1.349, 0.576, 0.345], [1.402, 2.085, -0.673], [1.396, 2.273, 2.392], [1.884, 3.463, 1.154], [3.584, 1.274, 2.061], [3.960, 2.796, 1.694], [3.832, 1.802, 0.282], [-0.473, 0.536, 2.273], [-1.990, 1.049, 1.992], [-0.690, -1.157, 0.435], [-2.143, -1.913, 2.406], [-2.862, -0.539, 2.195], [-3.451, -1.700, 1.047], [-1.233, 2.773, -3.195], [-0.144, 3.133, -4.134], [-0.325, 2.762, -3.190], [-3.460, 3.195, -1.959], [-2.468, 2.474, -1.112], [-2.738, 2.621, -2.084], [4.137, -1.747, -2.588], [3.612, -0.570, -3.510], [3.725, -0.872, -2.561], [-2.575, 0.135, -0.801], [-3.636, -0.896, -0.599], [-3.409, -0.103, -1.181], [0.834, 1.933, 3.979], [0.007, 1.742, 5.167], [-0.149, 1.622, 4.209], [-1.379, 0.557, -2.910], [-1.680, 0.638, -4.549], [-1.795, 0.220, -3.656], [2.594, -1.151, -1.371], [1.373, -1.449, -2.057], [1.704, -1.528, -1.140], [-0.544, -3.529, -0.512], [0.716, -4.333, -0.221], [-0.166, -4.125, 0.205], [1.720, -0.387, 2.860], [1.407, -0.102, 4.286], [2.112, 0.061, 3.653], [-3.075, -2.767, -2.867], [-2.653, -1.393, -3.041], [-2.330, -2.236, -2.802], [1.527, -1.688, 0.546], [1.417, -1.766, 2.273], [1.058, -1.326, 1.396], [-0.699, -3.435, -3.293], [-0.364, -2.021, -3.249], [0.065, -2.900, -3.373], [0.842, -3.892, 2.990], [2.343, -4.074, 2.273], [1.780, -3.577, 2.855]]}

***

Least stable of them? model ii.